216
Properties=species:S:1:pos:R:3:forces:R:3 method="wB97M-V/def2-TZVPD" orbital_gap_ev=9.71
C -2.486 -2.350 6.090 0.96 -0.02 -0.58
C -3.941 -2.199 6.278 -1.28 0.00 0.82
O -4.640 -3.439 6.135 0.27 0.15 -0.32
H -2.110 -3.092 6.797 0.14 0.03 -0.16
H -1.958 -1.399 6.242 -0.07 -0.19 -0.03
H -2.304 -2.680 5.058 0.28 -0.03 0.17
H -4.382 -1.424 5.636 0.11 -0.12 -0.02
H -4.114 -1.911 7.317 -0.24 0.17 -0.05
H -4.320 -3.862 5.326 -0.17 0.03 0.11
C 1.484 -3.429 2.848 1.03 -0.18 0.81
C 0.517 -2.964 3.903 -0.26 1.75 -0.16
O 1.012 -1.729 4.587 -0.30 -1.44 -0.31
H 2.418 -3.615 3.384 0.25 -0.22 -0.28
H 1.699 -2.641 2.123 -0.25 -0.18 0.00
H 1.218 -4.371 2.362 -0.27 0.24 0.04
H 0.170 -3.715 4.613 0.35 0.05 0.08
H -0.348 -2.549 3.403 -0.52 -0.14 0.01
H 1.714 -1.904 5.226 -0.13 -0.31 -0.11
C -1.434 -5.482 1.159 0.76 -0.01 -0.07
C -2.818 -5.437 0.626 -1.32 -0.32 0.30
O -3.716 -4.767 1.522 0.23 0.49 -0.46
H -0.860 -6.123 0.477 0.25 0.16 0.30
H -1.405 -5.890 2.175 -0.02 -0.02 -0.15
H -1.000 -4.478 1.168 0.07 -0.12 0.06
H -3.226 -6.447 0.580 0.11 -0.15 -0.26
H -2.846 -5.023 -0.393 -0.12 0.08 0.25
H -3.690 -3.831 1.264 -0.01 -0.08 0.07
C -6.403 -1.533 -1.891 1.44 -1.14 -0.99
C -7.507 -1.645 -0.933 -2.34 1.35 -0.37
O -8.663 -2.350 -1.493 0.96 -0.01 0.69
H -5.531 -0.992 -1.528 -0.13 0.17 0.34
H -6.703 -1.084 -2.838 -0.16 -0.03 0.07
H -6.030 -2.542 -2.091 0.17 0.00 -0.30
H -7.944 -0.648 -0.882 0.01 0.20 0.64
H -7.210 -1.928 0.076 -0.13 -0.52 -0.05
H -8.506 -3.299 -1.489 0.17 -0.06 0.01
C -4.353 -1.427 2.518 -0.23 -0.54 -0.29
C -3.358 -1.024 1.449 0.56 0.70 0.73
O -3.172 -2.066 0.524 -0.20 -0.42 -0.34
H -4.009 -2.329 3.040 0.06 0.24 0.05
H -5.287 -1.712 2.034 -0.18 0.05 0.01
H -4.561 -0.632 3.241 0.19 -0.06 -0.16
H -2.397 -0.828 1.944 -0.08 0.22 -0.10
H -3.683 -0.084 0.963 0.10 -0.29 -0.02
H -2.337 -1.920 0.044 -0.12 0.20 0.04
C 8.079 3.221 -0.303 -0.18 0.64 0.21
C 6.645 3.506 0.104 -0.19 0.06 -0.25
O 5.798 2.680 -0.695 0.11 -0.06 0.57
H 8.735 3.901 0.250 0.12 -0.31 0.01
H 8.180 3.476 -1.355 0.12 -0.20 -0.18
H 8.351 2.173 -0.141 -0.01 0.21 0.02
H 6.398 4.570 -0.094 0.20 -0.36 0.15
H 6.513 3.347 1.195 -0.12 -0.15 -0.44
H 4.959 2.552 -0.206 0.05 0.29 -0.26
C 1.151 5.305 -5.241 -0.86 -0.74 -0.08
C 0.188 4.132 -4.906 0.39 0.20 0.39
O -1.063 4.677 -4.512 -0.01 -0.23 0.06
H 1.310 5.902 -4.336 0.20 -0.19 -0.23
H 0.632 5.937 -5.961 0.06 0.11 -0.06
H 2.091 4.969 -5.706 -0.24 0.06 0.39
H 0.582 3.549 -4.056 0.17 0.05 -0.22
H 0.047 3.413 -5.735 0.21 0.39 0.00
H -1.536 3.982 -3.993 0.11 0.30 -0.24
C 1.020 -4.068 -0.797 0.61 -0.19 -0.96
C 2.039 -3.165 -1.515 -0.80 0.45 0.05
O 1.276 -2.348 -2.450 0.01 -0.24 1.08
H 0.615 -4.733 -1.568 -0.18 -0.06 0.34
H 0.200 -3.476 -0.377 0.27 -0.03 -0.04
H 1.492 -4.673 -0.008 -0.13 0.24 -0.26
H 2.809 -3.684 -2.087 -0.11 -0.38 0.16
H 2.552 -2.582 -0.733 -0.02 0.36 -0.40
H 1.863 -1.874 -3.063 0.26 -0.06 0.18
C 1.525 3.273 1.722 -0.01 -0.49 -0.50
C 3.026 3.132 1.868 0.69 -0.52 -1.12
O 3.539 2.264 0.725 -0.56 0.48 1.87
H 1.362 3.498 0.666 -0.35 -0.03 0.04
H 1.064 4.066 2.312 0.31 0.11 0.14
H 1.019 2.334 1.988 0.18 0.28 -0.13
H 3.291 2.744 2.868 0.13 -0.11 -0.63
H 3.537 4.088 1.691 -0.17 -0.13 0.32
H 4.020 1.484 1.100 -0.58 0.11 0.18
C 2.433 1.501 -3.000 -0.13 0.81 0.22
C 3.305 0.351 -2.662 -0.14 -1.39 -0.74
O 3.128 -0.723 -3.663 0.29 0.24 0.54
H 2.757 1.999 -3.915 -0.06 0.03 -0.06
H 2.535 2.206 -2.173 -0.15 0.27 -0.04
H 1.380 1.224 -3.091 0.13 -0.08 -0.06
H 2.960 -0.132 -1.747 0.20 0.10 0.12
H 4.359 0.636 -2.560 -0.18 -0.16 -0.06
H 3.620 -0.560 -4.472 0.11 0.25 0.12
C -2.256 3.735 0.883 0.34 -0.21 0.18
C -2.461 4.800 1.933 -0.95 -0.46 0.43
O -2.722 4.113 3.201 0.48 0.66 -0.68
H -2.403 4.162 -0.106 0.00 -0.08 -0.13
H -2.955 2.907 1.039 -0.07 0.19 -0.05
H -1.248 3.322 0.940 0.06 -0.03 -0.07
H -3.369 5.359 1.654 0.27 0.11 0.18
H -1.618 5.503 1.998 -0.17 -0.31 0.11
H -2.871 4.798 3.861 -0.01 -0.09 0.04
C -1.324 0.938 3.778 -0.69 -0.71 -0.50
C -0.161 1.454 4.542 0.89 0.18 0.31
O 1.075 0.882 4.066 -0.72 0.36 0.08
H -1.449 -0.133 3.996 -0.17 0.13 -0.13
H -1.184 1.053 2.697 0.14 0.03 0.14
H -2.240 1.474 4.021 -0.07 -0.04 0.16
H -0.253 1.221 5.614 -0.12 0.15 -0.13
H -0.132 2.534 4.430 0.39 0.15 0.03
H 0.918 -0.077 4.145 0.36 0.08 -0.09
C 0.672 -0.438 0.775 0.25 -0.82 -0.70
C -0.162 0.032 -0.382 -1.01 1.33 -0.17
O -0.939 -1.014 -0.937 0.09 -0.85 -0.46
H -0.014 -0.973 1.438 0.23 0.25 0.35
H 1.264 0.338 1.271 -0.27 -0.19 -0.06
H 1.320 -1.202 0.333 0.36 0.05 0.39
H 0.377 0.524 -1.212 0.16 -0.09 0.56
H -0.923 0.739 -0.018 0.30 0.16 -0.13
H -0.356 -1.526 -1.535 -0.09 0.05 0.14
N 5.244 2.936 7.461 0.41 0.32 -0.06
C 5.472 2.856 6.172 1.84 0.77 -0.97
C 4.813 2.033 5.270 0.38 0.75 0.11
C 3.790 1.296 5.784 -0.90 -0.92 -0.35
C 3.498 1.351 7.138 -0.19 -0.21 -0.22
C 4.280 2.179 7.907 -1.27 -0.02 1.84
H 6.310 3.500 5.899 -0.22 -0.16 -0.58
H 5.005 2.011 4.200 0.27 0.12 0.27
H 3.221 0.726 5.063 -0.34 -0.20 0.36
H 2.676 0.819 7.603 0.07 -0.06 -0.20
H 4.053 2.333 8.965 0.01 -0.38 -0.14
N -0.651 0.337 -5.911 -0.94 -0.15 1.01
C -1.287 0.920 -6.902 -0.97 0.19 0.39
C -0.697 1.215 -8.096 0.26 1.06 -0.62
C 0.661 0.990 -8.238 -0.15 -0.46 -1.10
C 1.318 0.380 -7.205 1.36 0.13 -0.53
C 0.615 0.085 -6.089 0.57 -0.88 1.54
H -2.316 1.191 -6.697 -0.13 -0.07 -0.18
H -1.268 1.766 -8.827 0.00 -0.19 -0.31
H 1.157 1.153 -9.185 0.03 0.34 0.05
H 2.378 0.135 -7.194 -0.14 0.14 -0.40
H 1.127 -0.396 -5.269 0.07 -0.09 0.26
N -2.730 3.047 -2.943 1.32 0.75 -1.20
C -2.789 1.838 -2.496 0.98 -1.93 0.14
C -3.884 1.303 -1.861 0.15 -0.25 0.23
C -4.975 2.130 -1.743 -0.83 -0.44 0.55
C -4.907 3.435 -2.194 -0.93 -0.07 0.42
C -3.767 3.825 -2.814 0.12 1.90 -0.81
H -1.932 1.222 -2.742 0.16 -0.18 0.34
H -3.812 0.296 -1.461 -0.30 0.09 -0.21
H -5.897 1.749 -1.319 0.07 0.07 0.12
H -5.716 4.134 -2.051 -0.23 -0.05 -0.15
H -3.643 4.786 -3.324 -0.32 0.00 0.51
N 5.606 -4.795 1.626 -1.75 -0.59 -0.47
C 5.766 -3.833 0.758 -0.16 1.53 -0.44
C 6.978 -3.151 0.606 -0.28 0.28 -0.71
C 8.054 -3.560 1.350 0.17 -0.14 0.18
C 7.856 -4.592 2.234 0.97 -0.24 0.66
C 6.624 -5.181 2.327 0.67 -0.99 0.79
H 4.836 -3.553 0.257 0.47 0.21 -0.27
H 7.130 -2.300 -0.050 -0.46 -0.18 -0.19
H 9.028 -3.098 1.264 -0.03 0.13 -0.04
H 8.651 -4.929 2.879 0.21 -0.14 0.01
H 6.444 -6.053 2.943 0.17 0.07 0.37
N -9.262 1.851 1.322 -0.77 -0.65 0.32
C -8.761 0.768 1.899 -1.26 -1.07 -0.03
C -7.432 0.488 2.015 0.44 0.00 0.62
C -6.550 1.423 1.530 1.39 -1.03 0.29
C -7.033 2.529 0.926 0.35 1.43 -0.75
C -8.395 2.698 0.850 -0.21 1.36 -0.74
H -9.488 0.014 2.192 -0.01 0.17 0.26
H -7.089 -0.384 2.544 -0.02 -0.26 -0.08
H -5.479 1.246 1.580 -0.05 0.07 0.10
H -6.363 3.267 0.492 -0.12 -0.03 0.12
H -8.829 3.564 0.355 0.20 0.09 0.03
N 4.707 -0.031 2.015 -0.25 1.24 -1.68
C 6.006 -0.164 2.017 0.87 0.68 -0.33
C 6.664 -1.004 2.883 0.62 -0.05 -0.17
C 5.909 -1.791 3.715 0.29 -0.13 1.06
C 4.546 -1.615 3.707 -0.03 -1.59 0.92
C 4.004 -0.766 2.819 -2.29 1.00 0.40
H 6.508 0.498 1.322 0.38 -0.10 0.01
H 7.741 -1.011 2.895 0.14 -0.17 0.01
H 6.364 -2.442 4.454 0.07 -0.03 -0.19
H 3.863 -2.138 4.360 0.28 -0.21 0.19
H 2.943 -0.521 2.869 0.00 -0.32 -0.19
N -1.864 7.083 -0.721 -0.90 -0.60 -0.60
C -1.414 7.723 0.331 0.06 0.43 0.19
C -0.135 7.512 0.838 -0.04 0.05 0.77
C 0.682 6.554 0.246 0.11 0.58 0.61
C 0.185 5.903 -0.856 1.19 -0.43 -0.33
C -1.078 6.174 -1.276 -0.44 0.26 -1.30
H -2.141 8.442 0.722 0.60 -0.05 0.29
H 0.168 8.068 1.722 0.13 -0.09 -0.17
H 1.683 6.338 0.619 -0.20 0.19 -0.05
H 0.811 5.282 -1.488 -0.04 -0.31 0.31
H -1.381 5.708 -2.212 -0.40 0.04 0.18
N -3.777 -4.072 -2.933 -1.20 -1.82 1.27
C -3.137 -2.961 -2.909 0.22 1.63 1.66
C -2.581 -2.405 -4.013 1.65 2.04 0.32
C -2.660 -3.035 -5.206 0.33 0.32 -1.30
C -3.346 -4.222 -5.239 0.11 -0.34 -1.71
C -3.865 -4.691 -4.083 -1.11 -1.59 0.10
H -3.110 -2.445 -1.948 0.14 -0.03 -0.14
H -2.008 -1.483 -3.883 -0.25 -0.10 -0.27
H -2.197 -2.575 -6.076 -0.12 -0.25 -0.01
H -3.511 -4.794 -6.146 0.19 0.14 -0.01
H -4.425 -5.626 -4.094 0.10 0.07 0.09
N 1.004 -5.862 -5.262 0.14 -1.46 0.05
C 0.495 -4.740 -4.837 -1.08 0.01 1.07
C 0.908 -3.505 -5.251 -0.26 0.85 -0.51
C 1.925 -3.432 -6.191 0.13 0.39 0.39
C 2.489 -4.614 -6.626 0.54 0.15 0.09
C 1.995 -5.803 -6.124 0.17 -0.30 -1.03
H -0.317 -4.856 -4.112 0.16 0.29 -0.16
H 0.345 -2.661 -4.876 0.32 0.24 -0.06
H 2.328 -2.483 -6.540 -0.26 -0.08 0.01
H 3.350 -4.593 -7.282 -0.14 -0.14 -0.18
H 2.333 -6.750 -6.537 0.22 0.03 0.26